Entry 1:
ORCA calculation (ωB97M-V with the def2-TZVPD basis set) on a cluster of 2 separate species, C3H7PS2 in total.

Electronic energy = -1256.159606 a.u.
SMILES = C1PS1.CC=S
LUMO level = -0.0072 Eh
Orbital gap = 8.34 eV
HOMO energy = -8.5 eV
Relative energy (zero: lowest compared OMol25 entry of this formula, charge and spin) = 1.103 eV

ORCA input file:
```
! wB97M-V def2-TZVPD RIJCOSX def2/J DEFGRID3
* xyz 0 1
C 2.63 0.26 1.43
P 2.50 1.03 -0.27
S 3.82 -0.45 0.24
H 3.03 0.96 2.16
H 2.00 -0.38 1.99
H 1.31 0.40 -0.72
C -2.45 0.30 -0.95
C -1.95 -0.97 -0.38
S -0.74 -1.06 0.68
H -2.67 0.24 -2.03
H -1.65 1.12 -0.84
H -3.38 0.45 -0.55
H -2.44 -1.88 -0.75
*
```


Entry 2:
ORCA calculation (ωB97M-V with the def2-TZVPD basis set) on a structure of composition C39H29CsF4N9O4PSe2.

Electronic energy = -7861.156962 a.u.
LUMO level (spin up / spin down) = 0.0508 / 0.0919 Eh
Orbital gap (spin up / spin down) = 4.08 / 5.20 eV
HOMO energy (spin up / spin down) = -2.7 / -2.7 eV
Relative energy (zero: lowest compared OMol25 entry of this formula, charge and spin) = 0.491 eV

ORCA input file:
```
! wB97M-V def2-TZVPD RIJCOSX def2/J DEFGRID3
* xyz -2 1
Cs 1.51 0.02 0.81
O -3.14 2.71 -4.88
C -2.92 2.79 -3.45
C -3.08 1.42 -2.81
C -4.45 0.82 -3.15
O -4.60 0.40 -4.50
C -3.03 1.60 -1.28
Se -1.44 2.53 -0.56
C -1.93 0.53 -3.29
Se -1.99 -1.33 -2.72
H -2.65 3.42 -5.30
H -3.66 3.48 -3.02
H -1.93 3.18 -3.24
H -5.22 1.56 -2.89
H -4.61 -0.06 -2.53
H -4.25 1.12 -5.05
H -3.09 0.61 -0.83
H -3.92 2.16 -0.98
H -0.99 0.93 -2.90
H -1.87 0.50 -4.38
C -2.78 -3.06 0.42
P -1.79 -1.66 1.06
C -0.70 -2.51 2.27
C -0.11 -1.74 3.28
C 0.81 -2.28 4.15
C 1.19 -3.61 4.02
C 0.62 -4.39 3.01
C -0.32 -3.84 2.14
C -2.96 -0.87 2.24
C -3.07 0.52 2.21
C -3.91 1.17 3.11
C -4.65 0.45 4.02
C -4.55 -0.94 4.06
C -3.71 -1.59 3.17
H -2.16 -3.65 -0.26
H -3.61 -2.65 -0.16
H -3.16 -3.72 1.21
H -0.37 -0.68 3.36
H 1.26 -1.67 4.92
H 1.94 -4.03 4.68
H 0.91 -5.42 2.89
H -0.74 -4.47 1.37
H -2.48 1.10 1.51
H -3.98 2.25 3.07
H -5.31 0.96 4.72
H -5.12 -1.51 4.78
H -3.61 -2.67 3.22
N -0.93 6.34 1.96
C 0.17 5.51 1.98
O 1.17 5.75 1.35
C 0.00 4.31 2.85
C -0.44 4.38 4.16
C -0.59 3.20 4.87
C -0.35 2.00 4.22
N 0.03 1.92 2.95
C 0.24 3.05 2.30
H -0.91 7.02 1.21
H -1.83 5.90 2.10
H -0.64 5.34 4.62
H -0.90 3.20 5.91
H -0.50 1.06 4.74
H 0.54 2.99 1.26
F 3.58 -3.54 -2.68
C 3.53 -4.86 -2.87
C 4.51 -5.43 -3.61
F 5.47 -4.64 -4.09
C 4.58 -6.83 -3.89
C 3.50 -7.56 -3.32
C 2.51 -6.98 -2.59
F 1.55 -7.78 -2.11
C 2.45 -5.59 -2.31
C 1.41 -4.99 -1.56
C 1.35 -3.60 -1.28
N 1.21 -2.47 -1.08
C 0.34 -5.72 -0.97
N -0.55 -6.22 -0.45
F 3.44 -8.88 -3.51
C 5.60 -7.42 -4.66
C 5.67 -8.82 -4.93
N 5.80 -9.93 -5.19
C 6.66 -6.69 -5.26
N 7.55 -6.17 -5.79
O 3.19 1.27 2.65
N 3.28 0.18 3.26
C 3.73 0.22 4.51
C 3.84 -1.01 5.22
N 3.94 -1.99 5.82
C 4.08 1.45 5.17
N 4.36 2.43 5.69
*
```


Entry 3:
ORCA calculation (ωB97M-V with the def2-TZVPD basis set) on a cluster of 13 separate species, C7H40N14O13 in total.

Electronic energy = -2035.679880 a.u.
LUMO level = -0.0011 Eh
Orbital gap = 9.31 eV
HOMO energy = -9.3 eV
Relative energy (zero: lowest compared OMol25 entry of this formula, charge and spin) = 2.140 eV

ORCA input file:
```
! wB97M-V def2-TZVPD RIJCOSX def2/J DEFGRID3
* xyz 0 1
C -32.96 29.99 13.93
O -33.85 29.21 14.23
N -31.60 29.78 14.23
N -33.24 31.24 13.35
H -31.44 29.07 14.92
H -31.00 30.49 13.87
H -32.46 31.76 13.01
H -34.20 31.50 13.25
C -27.83 30.32 18.30
O -27.81 29.21 17.76
N -27.21 31.38 17.68
N -28.35 30.58 19.55
H -27.21 32.29 18.11
H -26.83 31.33 16.71
H -28.36 31.55 19.80
H -28.38 29.81 20.18
C -30.01 31.95 17.76
O -29.39 32.96 17.39
N -30.31 30.94 16.87
N -30.64 31.91 18.99
H -30.02 30.93 15.92
H -30.70 30.09 17.26
H -30.82 31.06 19.48
H -30.68 32.80 19.44
C -22.53 24.65 13.07
O -21.96 25.41 13.88
N -21.96 23.46 12.66
N -23.88 24.85 12.79
H -20.96 23.50 12.62
H -22.48 22.75 12.19
H -24.42 24.28 12.18
H -24.10 25.84 12.90
C -30.84 27.23 16.22
O -31.55 27.92 17.00
N -31.45 26.34 15.34
N -29.49 27.41 16.06
H -32.44 26.52 15.33
H -30.82 25.84 14.74
H -28.79 26.74 15.74
H -29.08 28.21 16.52
C -25.94 32.78 14.75
O -26.44 31.67 14.97
N -26.04 33.78 15.68
N -25.30 33.14 13.60
H -25.55 34.64 15.52
H -26.61 33.63 16.48
H -25.12 34.10 13.42
H -25.22 32.38 12.94
C -25.78 28.45 13.82
O -25.62 27.23 13.52
N -24.69 29.19 14.28
N -26.97 29.19 13.85
H -24.84 30.18 14.35
H -23.79 28.77 14.38
H -26.96 30.11 14.34
H -27.85 28.77 13.63
O -27.07 26.05 15.58
H -26.80 25.56 16.36
H -27.03 25.41 14.85
O -21.02 30.00 14.43
H -20.55 30.75 14.05
H -21.16 30.24 15.36
O -26.77 27.20 10.82
H -27.34 27.73 10.24
H -26.70 27.71 11.63
O -30.16 25.72 12.56
H -29.48 26.38 12.81
H -29.79 25.28 11.80
O -25.13 28.51 17.23
H -25.98 28.83 17.59
H -25.37 28.15 16.37
O -21.84 28.01 12.48
H -21.81 27.08 12.79
H -21.80 28.53 13.30
*
```


Entry 4:
ORCA calculation (ωB97M-V with the def2-TZVPD basis set) on a structure of composition C43H55N3O8SSeW.

Electronic energy = -5304.013256 a.u.
LUMO level = -0.2960 Eh
Orbital gap = 5.62 eV
HOMO energy = -13.7 eV
Relative energy (zero: lowest compared OMol25 entry of this formula, charge and spin) = 1.488 eV

ORCA input file:
```
! wB97M-V def2-TZVPD RIJCOSX def2/J DEFGRID3
* xyz 2 1
W -1.29 -0.47 -0.59
C 6.06 -2.22 -1.42
C 5.24 -3.33 -0.75
C 5.16 -4.54 -1.69
C 5.95 -3.74 0.55
C 3.81 -2.86 -0.47
C 3.16 -2.00 -1.36
C 1.87 -1.61 -1.06
Se 0.95 -0.27 -2.01
C 1.56 1.13 -0.80
C 2.83 1.63 -0.94
C 3.29 2.58 -0.02
C 2.41 3.00 0.98
C 1.10 2.53 1.14
C 0.72 1.57 0.22
O -0.54 1.02 0.19
C 0.15 3.08 2.19
C 0.85 4.07 3.13
C -0.98 3.81 1.46
C -0.42 1.94 3.05
C 4.68 3.18 -0.15
C 5.21 3.66 1.20
C 5.67 2.16 -0.73
C 4.58 4.38 -1.11
C 1.20 -2.08 0.06
O -0.06 -1.57 0.23
C 1.77 -2.97 0.95
C 3.10 -3.31 0.64
C 1.00 -3.61 2.10
C 1.93 -4.19 3.17
C 0.18 -4.78 1.53
C 0.07 -2.61 2.80
H 7.09 -2.55 -1.54
H 6.06 -1.31 -0.82
H 5.69 -1.98 -2.42
H 6.16 -4.90 -1.92
H 4.67 -4.28 -2.63
H 4.61 -5.36 -1.23
H 7.01 -3.93 0.34
H 5.55 -4.67 0.96
H 5.89 -2.96 1.31
H 3.66 -1.63 -2.24
H 3.48 1.30 -1.75
H 2.77 3.74 1.68
H 1.16 4.98 2.62
H 1.72 3.62 3.62
H 0.15 4.36 3.91
H -0.58 4.56 0.78
H -1.62 4.32 2.18
H -1.61 3.12 0.89
H 0.37 1.44 3.61
H -0.96 1.19 2.46
H -1.13 2.35 3.77
H 5.12 2.89 1.97
H 4.70 4.56 1.55
H 6.27 3.92 1.11
H 5.66 1.23 -0.16
H 6.68 2.57 -0.69
H 5.46 1.93 -1.78
H 3.88 5.13 -0.73
H 4.25 4.07 -2.10
H 5.55 4.86 -1.21
H 3.61 -3.98 1.32
H 2.59 -4.97 2.79
H 1.32 -4.65 3.96
H 2.54 -3.42 3.64
H 0.85 -5.60 1.27
H -0.28 -4.90 -0.37
H -0.50 -5.14 2.31
H 0.62 -1.73 3.14
H -0.37 -3.09 3.68
H -0.75 -2.27 2.17
C -4.53 3.41 1.28
C -5.60 2.96 0.31
C -5.06 2.22 -0.93
C -6.24 1.79 -1.84
C -5.81 1.28 -3.21
C -4.20 3.16 -1.76
O -4.54 4.26 -2.09
N -2.96 2.66 -2.23
C -2.43 1.55 -1.73
O -1.28 1.09 -2.07
N -2.99 0.78 -0.80
C -4.35 0.94 -0.45
O -4.93 0.11 0.19
H -4.98 3.89 2.15
H -3.85 4.13 0.82
H -3.94 2.57 1.65
H -6.17 3.81 -0.06
H -6.31 2.28 0.79
H -6.89 2.66 -1.95
H -6.79 1.03 -1.29
H -5.42 2.08 -3.84
H -6.66 0.85 -3.74
H -5.04 0.51 -3.15
H -2.44 3.21 -2.90
O -2.69 -0.95 -3.18
C -3.11 -1.75 -2.37
N -2.21 -2.21 -1.39
S -2.96 -2.68 0.01
O -2.52 -1.34 0.74
O -0.60 -4.40 0.39
C -4.56 -2.59 -0.73
C -5.74 -2.99 -0.13
C -6.88 -2.94 -0.92
C -6.83 -2.53 -2.25
C -5.62 -2.14 -2.84
C -4.49 -2.18 -2.06
H -5.78 -3.31 0.90
H -7.84 -3.23 -0.50
H -7.73 -2.53 -2.84
H -5.57 -1.84 -3.88
*
```


Entry 5:
ORCA calculation (ωB97M-V with the def2-TZVPD basis set) on a cluster of 2 separate species, C3H6N4O in total.

Electronic energy = -411.850058 a.u.
LUMO level = -0.0165 Eh
Orbital gap = 8.56 eV
HOMO energy = -9.0 eV
Relative energy (zero: lowest compared OMol25 entry of this formula, charge and spin) = 9.766 eV

ORCA input file:
```
! wB97M-V def2-TZVPD RIJCOSX def2/J DEFGRID3
* xyz 0 1
C -2.31 -0.15 0.07
C 0.26 -0.17 0.58
C 2.50 0.03 0.04
H 0.18 1.93 -0.72
H -3.20 0.66 -0.09
H -3.42 -2.16 -0.40
H 0.51 -1.26 1.59
H 3.40 0.72 0.25
H 3.50 -1.50 0.16
N -1.00 0.35 0.28
N -2.47 -1.47 -0.27
N 1.29 0.65 -0.17
N 2.65 -1.12 -0.35
O -0.87 1.81 -0.15
*
```


Number 1: largest force on an atom 4.03 eV/A. Number 2: largest force on an atom 0.61 eV/A. Number 3: largest force on an atom 3.09 eV/A. Number 4: largest force on an atom 1.88 eV/A. Number 5: largest force on an atom 7.27 eV/A.